Record 1
15
Properties=species:S:1:pos:R:3 method="wB97M-V/def2-TZVPD" gap_ev=8.48 charge=0 e_tot_ev=-19203.493 e_above_lowest_kj_mol=473.3
O 2.2914 -0.9751 -0.9752
C 1.9475 0.2693 -0.4778
O 2.3790 1.3689 -0.8114
C 0.8592 0.0994 0.6722
C -0.4507 0.3503 -0.0898
C -1.7736 -0.0257 0.5433
S -3.2380 -0.1185 -0.4369
H 3.0031 -0.5249 -0.2584
H 0.9046 -0.9066 1.1234
H 1.0360 0.8783 1.4312
H -0.2889 -0.0693 -1.1093
H -0.3711 1.4446 -0.3335
H -1.7236 -1.0062 1.0835
H -2.1047 0.7487 1.2366
H -2.4701 -1.5334 -1.5977


Record 2
11
Properties=species:S:1:pos:R:3 method="wB97M-V/def2-TZVPD" gap_ev=10.60 charge=0 e_tot_ev=-7193.463 smiles="[H]/N=C/NOC" e_above_lowest_kj_mol=610.2
H 2.0391 -2.4218 -0.9701
N 1.9508 -1.4586 -0.2978
C 0.6313 -0.9930 -0.3027
N 0.2440 0.1911 0.3690
O -1.2221 0.2220 0.2963
C -1.2289 1.7352 0.0009
H -0.0036 -1.1993 -1.1448
H 0.2198 -0.3103 1.3977
H -2.3491 2.0954 -0.4568
H -0.6481 2.0006 -0.8505
H -1.2588 2.4784 0.9666


Record 3
10
Properties=species:S:1:pos:R:3 method="wB97M-V/def2-TZVPD" gap_ev=11.16 charge=0 e_tot_ev=-11083.646 smiles=C#C[SiH2]C e_above_lowest_kj_mol=0.0
C -2.8541 0.1750 0.0002
C -1.7678 -0.3382 0.0271
Si -0.0395 -0.9912 0.0476
C 1.1460 0.4856 0.0783
H -3.8104 0.6142 -0.0306
H 0.1915 -1.8054 -1.4985
H 0.1466 -1.9326 1.1482
H 0.9465 1.1472 0.9162
H 2.1811 0.1623 0.1504
H 1.0483 1.0701 -0.8324


Taking the records one at a time from the top gives HOMO values of -9.29; -9.69; -10.22 eV.